The following is a quantum chemistry calculation of an isolated ion of composition C10H19N2O6 and charge -1 in a non-equilibrium geometry, from OMol25.

Results
multiplicity	1
total charge	-1
HOMO level	-4.27	eV
Kohn-Sham gap	7.059	eV
structure (SMILES)	CCC(=O)OCCN[C@@](CNC)(COO)C(=O)[O-]

Each line ends with the Löwdin charge.
Cartesian coordinates (Å):
O 3.13624 0.64799 3.83272  -0.04
O -4.20164 -1.74169 1.06168  0.14
O 2.93923 -2.27789 0.56053  -0.05
O 2.76517 -0.19193 2.72856  -0.13
O -2.40940 -2.02016 -0.23442  -0.02
O 3.84447 -0.87461 -0.96669  -0.04
N 0.79688 -0.70780 0.95683  0.01
N 1.49039 0.61421 -1.98671  -0.10
C -4.82122 0.77971 0.06762  -0.10
C 2.70235 0.61995 1.56813  -0.18
C 1.55646 1.77702 -2.85945  -0.15
C 2.01004 -0.10865 0.41079  -0.38
C 1.68617 1.00083 -0.59405  -0.19
C -1.27636 -1.89810 0.67267  -0.13
C -3.83578 -0.13864 -0.63980  -0.15
C 3.03341 -1.20190 -0.08583  -0.67
C -0.10981 -1.23400 -0.04442  -0.20
C -3.51175 -1.36314 0.16783  -0.53
H -1.55771 -1.25000 1.50276  0.13
H 0.79055 1.51740 -0.20759  0.12
H -4.28236 -0.48615 -1.57393  0.12
H 0.57376 0.20607 -2.10931  0.08
H 3.77409 1.27247 3.45768  0.07
H 1.10576 -1.49036 1.52519  0.11
H -2.92352 0.39715 -0.89376  0.11
H -5.80073 0.31726 0.15964  0.07
H -4.94961 1.70606 -0.49115  0.07
H -4.47963 1.02983 1.06894  0.08
H 0.95277 2.62227 -2.49448  0.07
H 2.15072 1.53611 1.81662  0.13
H 2.59095 2.11190 -2.93976  0.08
H 3.72623 0.88762 1.27551  0.13
H -1.01810 -2.87937 1.05918  0.13
H -0.54123 -0.43671 -0.64673  0.10
H 2.49357 1.73202 -0.57253  0.12
H 1.22843 1.50319 -3.86038  0.07
H 0.37119 -1.97795 -0.69189  0.14

Forces on the atoms, in the same order (eV/Å):
-0.3 0.1 0.1
-0.4 -0.3 0.9
-0.1 0.2 -0.4
0.1 0.0 0.0
0.6 -0.1 -0.2
0.0 0.2 0.2
-0.6 0.4 0.0
-0.2 0.3 -0.2
-0.1 0.1 -0.1
0.0 0.3 0.2
0.2 -0.2 0.2
0.4 -0.2 0.1
-0.2 -0.2 -0.1
0.0 0.4 0.0
-0.3 0.3 -0.1
0.1 -0.5 0.2
-0.1 -0.6 0.2
0.0 0.2 -0.4
-0.1 -0.1 0.1
0.0 0.1 0.1
0.2 0.0 -0.2
0.1 -0.2 0.1
0.2 -0.2 -0.1
0.3 0.0 0.0
0.2 -0.1 0.0
0.0 -0.1 0.1
0.0 0.0 0.0
0.0 0.0 0.1
-0.1 0.1 -0.1
-0.1 0.0 0.0
0.1 0.0 0.0
0.0 0.0 -0.2
0.0 -0.1 0.0
0.1 0.2 0.0
0.2 0.0 -0.1
-0.1 0.0 -0.1
0.0 0.1 -0.3